[1]
Here is C3H4O3Tm as an isolated structure from OMol25. Energies are from the ωB97M-V functional and the def2-TZVPD basis.

```
11
C3H4O3Tm, DFT the ωB97M-V functional and the def2-TZVPD basis
Tm 2.18 1.59 1.21
O -1.27 -0.67 -0.28
O -2.94 0.52 0.57
O -0.94 1.48 0.14
C 0.99 0.19 -0.40
C -1.74 0.50 0.23
C 0.12 -0.97 0.01
H 0.16 -1.20 1.09
H 0.36 -1.88 -0.55
H 0.89 0.67 -1.38
H 2.21 -0.24 -0.64
```

Multiplicity   4
Expectation value of S²   3.78
HOMO (alpha / beta)   -7.002 / -8.104 eV
M   257.00 u
Gap between HOMO and LUMO (alpha / beta)   0.231 / 0.219 Eh
Energy above the lowest of the compared OMol25 structures with the same formula, charge and spin   92.28 kcal per mole

---

[2]
Here is C16H21NNiO8 as an isolated structure from OMol25. Energies are from the ωB97M-V functional and the def2-TZVPD basis.

```
47
C16H21NNiO8, DFT the ωB97M-V functional and the def2-TZVPD basis
Ni -0.65 -1.14 1.06
O -3.11 -5.21 -2.25
O 0.96 0.01 1.97
O -2.21 -3.70 -4.68
O -0.82 -0.72 -1.06
O -2.78 -1.55 0.92
O -3.91 -2.38 2.47
O -0.12 -2.99 0.32
O -1.91 -1.43 2.60
N 0.68 0.70 0.85
C 0.55 2.93 2.01
C -1.63 1.52 1.78
C -0.36 2.55 -0.28
C -1.81 -3.49 -3.43
C 2.44 -0.70 -0.08
C 1.94 0.79 0.06
C -1.37 -2.19 -3.07
C 1.71 1.56 -1.34
C 3.25 1.41 0.72
C -0.76 -3.16 -0.71
C -2.04 -4.51 -2.32
C -0.96 -1.88 -1.67
C -1.47 -4.35 -1.12
C -0.17 1.85 1.17
C -3.04 -1.58 2.12
C 0.85 2.85 -1.15
H 2.12 -1.55 0.53
H -0.77 3.55 -0.11
H -2.10 2.49 1.66
H 1.27 0.67 2.59
H 2.91 2.44 0.80
H 1.52 3.59 -0.70
H 3.51 -0.76 -0.28
H 4.11 1.27 0.07
H 2.67 1.70 -1.85
H -1.57 1.11 2.79
H -1.07 1.86 -0.73
H 2.10 -0.97 -1.08
H 0.42 3.32 -2.03
H -1.30 -1.43 -3.83
H -0.09 3.73 2.39
H 1.47 3.32 1.57
H 3.44 1.01 1.72
H 1.07 1.02 -2.03
H 0.84 2.47 2.96
H -2.14 1.02 0.96
H -1.68 -5.03 -0.30
```

Multiplicity   3
Expectation value of S²   2.01
HOMO (alpha / beta)   -0.771 / -0.764 eV
M   414.04 u
Gap between HOMO and LUMO (alpha / beta)   0.174 / 0.173 Eh
Net charge   -2
Energy above the lowest of the compared OMol25 structures with the same formula, charge and spin   22.04 kcal per mole

---

[3]
Here is C26H40N2O7PPtSbSe as an isolated structure from OMol25. Energies are from the ωB97M-V functional and the def2-TZVPD basis.

```
79
C26H40N2O7PPtSbSe, DFT the ωB97M-V functional and the def2-TZVPD basis
Pt 0.75 1.95 0.58
Sb -2.33 -0.95 -0.69
Se -2.47 2.36 0.03
P 1.28 1.88 2.74
O 0.68 3.02 -1.22
O -3.95 0.02 1.69
O 1.26 -0.63 -1.02
O -1.80 0.89 -0.91
O 1.18 -3.00 -1.66
O -1.17 2.60 1.08
O -2.51 3.49 -1.10
N 3.17 0.16 0.01
N 2.61 1.41 0.00
C 3.55 6.02 -1.10
C 2.93 3.71 -0.68
C -5.31 -1.67 -1.38
C 3.96 -4.76 -0.17
C 2.60 0.76 3.29
C -4.94 -0.47 0.79
C -1.82 -1.46 -2.71
C -4.46 -0.63 -0.65
C 1.91 3.52 3.17
C -2.09 -2.90 -3.11
C 3.38 2.37 -0.37
C 2.30 -3.22 -0.96
C -0.08 1.66 3.92
C 2.80 -4.52 -0.87
C 2.97 -2.16 -0.35
C 2.40 -0.78 -0.45
C 4.64 -3.71 0.45
C -0.84 -2.48 1.71
C 3.88 4.75 -0.70
C -2.14 -2.37 0.91
C 1.60 3.95 -1.14
C -2.55 -3.73 0.33
C -2.53 -0.46 -3.62
C 4.14 -2.43 0.35
C 1.30 5.26 -1.58
C 2.24 6.26 -1.55
H 4.29 6.81 -1.10
H -3.15 -3.16 -3.03
H 2.82 3.73 2.60
H -2.62 -4.44 1.16
H 2.13 3.57 4.24
H -0.80 2.47 3.75
H -1.82 -3.01 -4.17
H -2.92 -1.97 1.55
H -4.55 0.31 -1.19
H 0.29 1.70 4.95
H 1.97 7.25 -1.87
H -2.37 0.57 -3.31
H -1.09 -2.84 2.71
H -6.37 -1.41 -1.28
H -3.88 0.97 1.60
H -0.75 -1.25 -2.70
H 2.26 -5.31 -1.37
H 3.01 1.10 4.25
H -1.49 -3.62 -2.55
H -5.09 -1.72 -2.44
H -5.20 -2.67 -0.96
H 4.35 -5.77 -0.10
H 3.39 0.74 2.54
H -0.59 0.72 3.75
H -0.15 -3.18 1.25
H -5.83 0.17 0.82
H 4.65 -1.60 0.82
H 1.17 4.27 2.91
H -2.14 -0.57 -4.63
H -3.61 -0.65 -3.67
H 5.56 -3.90 1.00
H 4.41 2.10 -0.56
H -3.52 -3.72 -0.17
H 4.90 4.52 -0.40
H -1.80 -4.12 -0.35
H -5.24 -1.45 1.18
H 2.22 -0.25 3.40
H 0.29 5.44 -1.93
H -0.33 -1.52 1.79
H 1.04 -2.00 -1.56
```

Multiplicity   1
HOMO   -6.899 eV
M   919.39 u
Gap between HOMO and LUMO   0.240 Eh
Energy above the lowest of the compared OMol25 structures with the same formula, charge and spin   12.48 kcal per mole

---

[4]
Here is a 22-piece molecular cluster, C60H172BF4N10O31 overall from OMol25. Energies are from the ωB97M-V functional and the def2-TZVPD basis.

```
278
C60H172BF4N10O31, DFT the ωB97M-V functional and the def2-TZVPD basis
F 1.48 -1.15 1.10
F 0.97 -0.82 -1.06
F -0.02 -2.51 0.20
F -0.55 -0.26 0.51
O -2.76 -2.52 -1.36
O 0.53 -5.30 3.46
O 4.01 2.16 -3.15
O 3.53 0.09 3.78
O 8.66 4.21 1.65
O -0.69 2.24 1.77
O -2.56 7.71 1.59
O -5.49 -5.75 -0.88
O -2.81 2.37 -10.48
O 2.47 -1.30 -7.10
O -2.45 -5.33 -0.96
O 4.48 5.35 -0.10
O -3.85 2.62 -1.06
O 1.11 -7.72 -0.14
O -0.31 -5.35 0.81
O -1.98 2.85 -5.64
O -0.56 -10.51 6.01
O 2.25 10.73 -4.08
O -0.87 3.23 4.47
O 2.77 2.42 7.00
O -7.06 0.45 7.91
O 0.45 -5.72 -4.08
O -6.66 0.36 1.37
O -2.80 -3.19 3.29
O -1.68 -0.69 -3.24
O 0.20 3.84 -2.92
O 1.12 3.39 -0.16
O 4.63 -4.92 -1.48
O 4.76 -4.26 3.34
O 2.93 1.26 -0.91
O 6.70 -1.25 -0.44
N 1.25 -2.75 -4.53
N 2.61 -0.43 6.40
N 1.59 7.11 -3.79
N 6.73 3.03 -0.09
N -5.88 -2.75 -0.44
N -4.99 -1.78 5.90
N -0.96 -7.77 3.66
N -3.44 5.46 0.07
N 4.85 -3.08 0.74
N -2.64 1.21 -8.07
C 5.41 -0.84 -0.08
C 3.72 6.08 -1.03
C 8.81 4.69 2.99
C -2.92 0.96 -10.43
C 7.16 -0.67 -1.61
C -5.68 -1.62 0.44
C 1.54 1.75 7.07
C 4.59 -6.16 -2.15
C 3.02 1.26 3.25
C 0.35 -4.61 -3.18
C -2.19 8.21 2.85
C -7.64 1.36 1.20
C -1.59 6.94 0.99
C 5.38 3.20 0.49
C 1.41 8.53 -3.41
C -6.71 -5.06 -0.76
C -3.96 3.05 0.33
C 3.38 11.46 -4.61
C -6.65 -0.77 7.28
C 1.49 -3.62 -3.41
C -0.06 -5.65 4.65
C -3.62 2.84 -11.55
C 4.97 -1.72 1.12
C -0.75 -6.46 -4.06
C -8.14 0.29 8.79
C -2.47 3.72 -4.61
C 7.77 5.09 0.90
C 7.42 4.25 -0.33
C -2.11 0.54 -9.21
C 2.59 9.34 -4.01
C 3.60 -4.70 -0.59
C 1.85 -0.88 -5.92
C 1.75 -0.74 5.24
C 0.66 6.17 -3.17
C 1.04 4.77 -3.57
C 2.68 3.82 6.67
C 4.51 3.99 -0.47
C -6.52 -3.90 0.18
C -6.85 -0.68 0.44
C -3.40 -3.06 4.61
C -5.52 -0.44 6.33
C -2.78 1.69 -1.32
C -2.39 1.53 -5.57
C 1.85 0.29 7.43
C 2.59 -0.93 4.02
C -5.69 -6.75 -1.81
C -3.86 -1.67 4.93
C -2.99 4.21 0.69
C 2.28 -1.75 -4.77
C 1.63 -4.41 3.61
C -0.32 -8.76 4.48
C -1.93 0.80 -6.82
C -1.28 -9.60 5.26
C -1.36 -11.21 6.98
C 1.97 -0.56 -8.20
C -1.30 -6.53 4.38
C 3.62 -3.35 -0.04
C 0.43 2.51 -3.46
C -1.64 -2.35 3.20
C -2.26 6.36 -0.21
B 0.44 -1.16 0.20
H -0.24 -7.55 3.00
H 4.23 11.30 -3.96
H 0.28 -9.46 3.89
H 1.03 0.09 5.10
H 1.64 -3.05 -2.45
H -2.88 0.80 -0.69
H -0.97 -6.97 -3.12
H 9.37 3.96 3.60
H 2.38 -4.21 -3.59
H -0.17 2.64 1.06
H 1.39 -3.59 4.29
H -3.56 3.79 -4.57
H -1.56 5.82 -0.87
H -2.25 3.29 -3.63
H -1.26 4.07 4.16
H -2.23 -0.52 -8.91
H 1.98 -4.01 2.64
H -1.31 6.06 1.62
H -0.59 -4.06 -3.31
H -7.51 -1.22 6.75
H 2.25 4.33 7.54
H -0.65 -7.26 -4.80
H 3.21 -2.30 -5.07
H 0.64 -6.21 5.33
H 1.31 8.63 -2.30
H 8.17 -1.03 -1.85
H 1.42 -7.75 -1.04
H 1.44 2.17 -3.23
H -8.01 -0.43 9.63
H 2.71 -3.24 0.56
H 2.22 0.17 -5.74
H 0.68 -6.87 0.04
H 0.94 1.87 6.13
H 5.53 -6.18 -2.72
H 1.04 4.60 -4.67
H 2.48 1.91 3.96
H 6.89 5.41 1.51
H 9.39 5.66 3.03
H -1.99 4.02 0.28
H 7.35 2.48 0.47
H 2.60 -4.89 -1.04
H -2.10 -0.27 -6.69
H 3.42 0.10 6.15
H -6.96 -0.26 -0.57
H -0.01 -4.45 0.60
H 6.90 4.95 -1.02
H 0.91 -0.59 -8.33
H 3.24 -1.77 4.26
H 7.33 0.36 -1.65
H -6.34 -1.49 8.05
H -0.71 1.31 1.49
H -5.85 0.27 5.53
H 2.72 8.96 -5.04
H 1.55 7.05 -4.80
H 3.19 12.54 -4.59
H 2.41 0.27 8.37
H 3.62 4.25 6.36
H 5.32 3.68 1.47
H -5.74 -2.23 5.39
H -4.98 -2.97 -0.84
H -0.97 -2.37 4.06
H -0.66 -11.78 7.60
H -1.96 4.68 -4.62
H -4.91 -7.48 -1.85
H -1.07 0.74 -9.56
H -6.54 -7.37 -1.55
H -2.70 -3.34 5.41
H -4.73 -1.18 0.07
H 3.86 1.92 3.00
H -1.98 -10.10 4.61
H 3.61 -5.49 0.17
H 3.62 1.69 -2.40
H 4.06 5.82 -2.03
H -7.65 2.14 1.96
H 1.23 -1.68 5.45
H -0.36 -4.73 5.18
H 0.61 6.32 -2.07
H -0.85 -0.39 -2.88
H 4.55 -6.88 -1.33
H 4.88 -3.45 3.87
H -3.80 2.22 1.04
H -2.07 -11.86 6.47
H -7.80 -1.18 0.70
H -1.86 -5.65 -0.23
H -5.87 -6.41 -2.81
H -2.94 1.29 -2.32
H -4.11 5.94 0.66
H -1.92 -10.49 7.61
H 5.73 -1.57 1.89
H -1.62 -5.82 -4.25
H -8.65 0.92 1.26
H 3.75 -6.25 -2.85
H -5.02 3.36 0.40
H 0.96 2.17 7.90
H -3.00 8.70 3.40
H -2.59 0.57 -11.40
H -4.62 0.01 6.79
H 2.26 0.53 -0.98
H -4.21 -3.80 4.58
H -7.42 -5.80 -0.37
H 6.56 -0.88 -2.49
H 5.44 0.16 0.34
H -1.82 2.19 -1.21
H 7.84 4.85 3.46
H 0.40 -8.27 5.18
H -1.86 -1.27 3.19
H 0.27 2.39 -4.54
H 2.30 0.48 -8.12
H 2.61 -1.18 -3.88
H 2.41 -0.90 -9.14
H -0.41 -5.35 1.78
H -7.11 -4.75 -1.72
H 0.78 -0.78 -5.91
H 1.94 4.02 5.88
H -7.53 1.83 0.21
H 4.93 3.85 -1.46
H -6.00 -4.29 1.08
H -1.87 -8.97 5.94
H -7.50 -3.52 0.52
H -8.33 1.28 9.21
H -0.24 1.85 -2.90
H 1.08 4.15 0.43
H 0.51 8.93 -3.88
H 2.55 -4.91 4.00
H -2.01 -5.90 3.85
H -2.88 4.20 1.79
H 8.37 4.00 -0.82
H -4.12 -1.13 4.00
H 2.06 4.56 -3.20
H 0.75 3.70 -1.02
H 3.55 9.19 -3.47
H 4.81 1.65 -3.35
H -9.10 0.03 8.29
H -0.66 7.53 0.76
H 4.77 -3.97 2.37
H -0.39 6.33 -3.47
H 3.64 11.29 -5.65
H 0.47 -4.97 -2.15
H -3.48 1.37 -5.47
H -1.48 9.01 2.57
H -2.57 -3.47 -1.39
H 0.36 -2.25 -4.45
H -0.78 2.70 3.63
H -2.09 -1.27 -2.55
H 8.35 5.98 0.63
H 2.03 -1.17 3.14
H -1.76 -6.83 5.33
H -3.34 2.30 -12.45
H -1.05 -2.59 2.33
H 3.49 3.58 -0.56
H -4.68 2.64 -11.37
H 4.70 -0.86 -0.91
H -0.82 0.88 -6.93
H -3.54 3.93 -11.57
H -3.10 -1.07 5.47
H 5.67 -3.43 0.23
H -3.37 -5.47 -0.72
H 0.93 -0.25 7.63
H -1.72 7.48 3.50
H 4.97 2.21 0.66
H 3.80 7.13 -0.75
H 4.05 -1.27 1.51
H -2.68 7.25 -0.67
H 3.41 -2.55 -0.76
H 2.56 1.89 -0.29
H -5.46 -1.92 1.49
H -2.25 -2.22 -0.60
H -3.98 0.67 -10.31
H 2.65 5.84 -0.98
H -2.48 2.23 -8.13
H 2.39 1.15 2.38
H -1.90 1.01 -4.73
```

Multiplicity   1
HOMO   -6.544 eV
M   1616.88 u
Gap between HOMO and LUMO   0.303 Eh
Net charge   -1

---

[5]
Here is C29H32BFO2S2 as an isolated structure from OMol25. Energies are from the ωB97M-V functional and the def2-TZVPD basis.

```
67
C29H32BFO2S2, DFT the ωB97M-V functional and the def2-TZVPD basis
S -3.36 0.14 1.43
S -3.33 -2.15 -0.20
F 5.97 -2.55 -0.15
O 0.84 2.89 -1.37
O 2.40 1.92 0.03
C 0.73 3.66 -0.12
C -1.64 -1.03 -3.61
C -0.67 3.54 0.48
C -1.91 -1.97 0.84
C 4.68 -2.13 -0.40
C -1.53 -4.01 -0.10
C -2.69 -3.59 -0.78
C 1.49 2.59 2.18
C -1.40 -2.32 -4.10
C 0.21 -2.67 -2.30
C 2.33 -2.30 0.04
C -1.77 -0.77 1.53
C -0.45 -3.11 -3.44
C 1.88 3.06 0.78
C 3.20 -0.42 -1.21
C -3.33 -4.41 -1.84
C 0.64 -0.70 -0.67
C -1.36 -0.63 2.85
C -0.07 -1.36 -1.75
C -1.16 -3.14 0.91
C -2.10 0.28 3.63
C -3.31 0.67 3.06
C -4.33 1.60 3.66
C 2.07 -1.08 -0.62
C 3.62 -2.83 0.17
C -1.03 -0.59 -2.43
C 3.08 3.99 0.89
C 4.48 -0.96 -1.12
C 0.90 5.10 -0.54
B 1.64 1.82 -1.09
H 2.33 2.04 2.65
H -2.73 -4.30 -2.75
H 0.02 5.41 -1.12
H 1.01 5.77 0.34
H -5.37 1.23 3.59
H -1.01 -4.95 -0.30
H -0.30 -4.14 -3.78
H 3.48 4.17 -0.12
H 3.83 -3.72 0.77
H -2.40 -0.44 -4.10
H -1.96 -2.71 -4.96
H -4.14 1.75 4.73
H 3.05 0.46 -1.88
H 1.46 -2.85 0.40
H 2.81 4.94 1.36
H 0.96 -3.33 -1.86
H -3.22 -5.45 -1.52
H -1.87 0.58 4.64
H 3.84 3.51 1.53
H 0.47 0.45 -0.66
H -4.38 -4.15 -1.99
H -0.64 -1.32 3.33
H -1.24 0.40 -2.05
H 0.60 1.95 2.22
H 5.34 -0.43 -1.52
H -0.88 2.52 0.84
H -0.79 4.21 1.35
H -4.24 2.59 3.18
H -1.42 3.87 -0.26
H 1.30 3.48 2.80
H 1.80 5.19 -1.17
H -0.42 -3.26 1.70
```

Multiplicity   1
HOMO   -6.565 eV
M   506.52 u
Gap between HOMO and LUMO   0.202 Eh
Energy above the lowest of the compared OMol25 structures with the same formula, charge and spin   142.42 kcal per mole

---

no.,largest force on an atom (eV/Å)
1,4.02
2,10.42
3,1.08
4,2.92
5,5.48